1.
{"formula": "C26H36NOSiTi", "method": "ωB97M-V/def2-TZVPD", "elements": ["C", "C", "C", "H", "C", "C", "H", "C", "C", "C", "H", "C", "C", "H", "H", "H", "H", "H", "H", "Ti", "C", "C", "C", "H", "H", "H", "H", "H", "H", "C", "C", "H", "H", "O", "N", "C", "H", "C", "C", "H", "C", "H", "C", "H", "C", "H", "C", "H", "H", "H", "C", "Si", "C", "C", "C", "H", "H", "H", "H", "H", "H", "H", "H", "H", "H", "H"], "coordinates": [[2.214353, -0.201408, 1.846390], [2.206738, -1.017197, 0.677001], [1.584995, -0.275367, -0.384846], [2.672682, -1.999246, 0.591259], [1.159540, 0.993798, 0.152122], [1.580583, 1.045196, 1.521974], [0.685746, 1.799351, -0.408031], [-1.294422, -2.601959, 1.883782], [-0.049653, -3.006397, 1.313877], [-0.040684, -2.590702, -0.056186], [0.737364, -3.579843, 1.807245], [-1.271286, -1.865631, -0.324020], [-2.031021, -1.857548, 0.914198], [1.567201, -0.540651, -1.439452], [1.437535, 1.894422, 2.187621], [2.674586, -0.468286, 2.795054], [-3.014583, -1.391345, 1.032054], [0.681387, -2.888208, -0.815459], [-1.626222, -2.834112, 2.891997], [-0.026596, -0.657804, 1.195250], [-1.791058, -1.477933, -1.694258], [-3.309288, -1.706838, -1.718709], [-1.108391, -2.337124, -2.769251], [-3.538711, -2.743752, -1.444700], [-3.683379, -1.496091, -2.725070], [-3.810540, -1.028648, -1.019474], [-1.170757, -3.397127, -2.496502], [-0.052164, -2.067193, -2.890320], [-1.613729, -2.193289, -3.730596], [-1.464648, 0.013385, -1.990540], [-2.065546, 0.540240, -3.291693], [-0.379193, 0.166825, -2.041851], [-1.838649, 0.669502, -1.185036], [-3.039717, 0.009867, -3.828915], [-1.506947, 1.639342, -3.889367], [-0.344255, 2.402266, -3.456790], [-2.041369, 2.003532, -4.669577], [0.968888, 1.713598, -3.765470], [2.154846, 2.322890, -3.345865], [2.092155, 3.267054, -2.799379], [3.387527, 1.732843, -3.627639], [4.307405, 2.224155, -3.307933], [3.441607, 0.517045, -4.317488], [4.401373, 0.048272, -4.531491], [2.260723, -0.092395, -4.746264], [2.275925, -1.037934, -5.288907], [1.024887, 0.516914, -4.491123], [0.101024, 0.075890, -4.873935], [-0.410554, 2.613696, -2.375582], [-0.380936, 3.372446, -3.973158], [1.686416, 0.693041, 5.073943], [-0.143087, 0.935262, 4.713026], [-1.172316, 0.245947, 6.139058], [-0.391726, 2.792889, 4.625128], [-0.718553, -0.034867, 3.176924], [1.887713, 0.861847, 6.141870], [2.304688, 1.400354, 4.506509], [2.014918, -0.324232, 4.832479], [-0.906343, 0.697047, 7.104468], [-2.240677, 0.433186, 5.959902], [-1.033977, -0.841444, 6.219369], [0.422956, 3.288303, 4.077984], [-1.342205, 3.051135, 4.139587], [-0.413515, 3.220098, 5.639988], [-0.946495, -1.016523, 3.656201], [-1.722588, 0.369453, 2.898648]], "forces_ev_per_angstrom": [[0.1, 0.4, -0.6], [0.3, 1.1, -0.3], [0.6, 0.8, 0.6], [-0.3, 0.3, 0.0], [1.0, 0.0, 0.0], [0.1, -0.4, -0.7], [0.2, -0.2, 0.2], [0.3, -0.1, -0.7], [-0.9, -0.2, -0.4], [-1.7, -0.4, 0.1], [-0.3, 0.3, -0.1], [0.5, -1.0, 0.9], [0.4, -0.3, -0.7], [-0.2, -0.1, 0.3], [-0.1, -0.4, -0.1], [-0.3, 0.1, -0.3], [0.5, -0.3, 0.1], [-0.1, 0.3, 0.4], [0.2, 0.3, -0.2], [0.8, -0.9, 0.7], [0.1, 0.5, 0.1], [-0.1, -0.2, -0.3], [-0.2, -0.1, -0.1], [0.1, 0.2, 0.1], [-0.1, -0.3, 0.5], [0.0, -0.2, -0.1], [0.0, 0.2, -0.1], [-0.1, -0.1, 0.1], [0.1, 0.0, 0.1], [-0.1, 0.4, -0.5], [-0.7, -0.7, -0.3], [-0.2, -0.1, 0.2], [0.1, -0.3, -0.1], [0.7, 0.9, -0.2], [0.0, 0.5, 0.1], [-0.4, -0.3, 0.2], [0.1, -0.3, 0.2], [0.4, -0.1, -0.3], [0.1, -0.3, -0.1], [0.1, -0.3, -0.1], [-0.2, 0.0, 0.0], [-0.2, -0.2, 0.0], [-0.2, 0.0, 0.0], [-0.2, 0.1, 0.1], [-0.2, 0.3, 0.1], [0.1, 0.2, 0.1], [0.2, 0.2, 0.1], [0.3, 0.1, 0.2], [0.1, -0.1, -0.3], [0.0, -0.2, 0.2], [0.3, -0.1, 0.5], [-0.6, -1.2, -1.8], [0.1, 0.2, 0.5], [-0.1, 0.5, 0.2], [-0.6, 0.7, 1.7], [0.1, 0.0, -0.1], [-0.1, -0.2, 0.0], [-0.1, 0.2, 0.1], [-0.1, -0.1, 0.0], [0.2, 0.0, 0.0], [0.0, 0.2, 0.0], [-0.2, -0.1, 0.1], [0.2, -0.1, 0.1], [0.0, 0.0, -0.2], [0.1, 0.6, -0.1], [0.2, -0.1, 0.4]], "de_lowest_ev": 0.0000, "spin_multiplicity": 3, "homo_ev": [-1.55, -4.03], "lumo_ev": [2.625, 2.612], "total_charge": -1, "total_energy_ha": -2281.324369, "s_squared": 2.0081}

***

2.
{"formula": "C20H14BrN5O", "method": "ωB97M-V/def2-TZVPD", "elements": ["Br", "C", "C", "C", "C", "C", "N", "C", "N", "C", "C", "C", "C", "C", "C", "C", "C", "C", "C", "N", "C", "C", "C", "N", "O", "N", "C", "H", "H", "H", "H", "H", "H", "H", "H", "H", "H", "H", "H", "H", "H"], "coordinates": [[-3.278981, -0.141903, 5.774422], [-2.645554, -1.503646, 4.684263], [-3.267103, -2.710834, 4.731703], [-2.894250, -3.643994, 3.799735], [-1.871214, -3.388671, 2.858586], [-1.186610, -2.156150, 2.867686], [-0.177740, -1.954247, 1.877934], [0.764193, -0.955091, 2.053718], [1.436675, -0.772029, 0.897734], [0.920281, -1.767811, 0.082200], [1.204382, -1.891141, -1.422068], [1.110097, -3.266258, -1.953446], [1.559742, -3.518776, -3.247133], [2.217232, -2.511553, -3.999089], [2.088991, -1.182612, -3.555325], [1.598057, -0.866778, -2.262688], [1.561518, 0.496314, -1.950192], [2.608135, 1.285197, -1.645139], [2.484417, 2.632350, -1.157630], [1.288449, 3.144656, -0.815598], [0.240593, 2.410240, -1.188680], [0.336611, 1.083311, -1.626067], [-1.055682, 0.527404, -1.683636], [-1.837047, 1.772623, -1.683713], [-1.018781, 2.789267, -1.107324], [-0.086836, -2.510599, 0.590202], [-1.631483, -1.201396, 3.731497], [-4.072553, -2.885543, 5.399803], [-3.375441, -4.560511, 3.717157], [-1.767962, -3.943110, 1.981485], [1.013415, -0.422414, 2.908645], [0.772197, -4.118245, -1.284232], [1.649525, -4.594282, -3.578045], [2.903001, -2.696051, -4.806567], [2.345518, -0.300832, -4.194996], [3.606757, 1.134184, -1.884607], [3.386325, 3.279788, -1.105239], [-1.259495, -0.133691, -2.562253], [-1.312742, -0.006169, -0.722288], [-2.639905, 1.708728, -1.105290], [-1.326899, -0.220993, 3.671576]], "forces_ev_per_angstrom": [[-0.1, 0.7, 0.5], [1.2, 0.7, -1.3], [0.2, -0.2, -0.1], [2.1, 0.7, -1.7], [-1.0, 1.5, 1.5], [-0.9, -2.5, -1.1], [1.2, 1.7, 0.7], [-0.1, -1.8, -4.6], [-1.0, -1.6, 0.9], [-1.3, 0.8, -1.2], [-0.3, -3.1, 1.1], [0.1, 1.4, 0.7], [1.4, -1.0, 0.1], [-0.9, 1.1, 1.3], [0.0, -0.3, -0.3], [0.7, -2.9, -2.1], [-2.7, 2.3, 2.7], [1.5, 4.2, 0.3], [-1.1, -1.6, -0.3], [-0.3, 0.7, -1.0], [2.1, -1.9, 0.1], [-0.1, 0.0, -0.6], [-0.3, -0.5, 0.9], [0.4, -0.3, -1.9], [-0.9, 1.6, 1.1], [1.0, 2.0, 1.7], [-1.3, -1.0, 1.5], [-0.5, -0.2, 0.5], [-1.0, -1.5, 0.0], [0.5, -1.5, -0.9], [-0.2, 0.7, 1.6], [0.4, 1.4, -0.9], [-0.3, 1.4, 0.3], [-0.5, -0.4, -0.6], [0.2, -1.1, 0.6], [1.7, -1.3, -0.4], [-0.8, -0.6, 0.4], [0.0, 0.7, 0.7], [0.5, -0.2, -0.9], [-0.5, 0.1, 0.8], [0.9, 2.0, 0.0]], "de_lowest_ev": 1.7899, "homo_ev": -7.99, "lumo_ev": 0.078, "total_energy_ha": -3693.454001}

***

3.
{"formula": "C37H80N5O15P2S", "method": "ωB97M-V/def2-TZVPD", "elements": ["C", "C", "C", "C", "N", "C", "N", "P", "S", "N", "C", "C", "N", "C", "C", "N", "C", "C", "C", "C", "O", "P", "O", "O", "H", "H", "H", "H", "H", "H", "H", "H", "H", "H", "H", "H", "H", "H", "H", "H", "H", "H", "H", "H", "H", "H", "H", "H", "H", "H", "H", "H", "H", "H", "H", "H", "O", "C", "O", "C", "C", "C", "H", "H", "H", "H", "H", "H", "H", "H", "O", "C", "O", "C", "C", "C", "H", "H", "H", "H", "H", "H", "H", "H", "O", "C", "O", "C", "C", "C", "H", "H", "H", "H", "H", "H", "H", "H", "O", "C", "O", "C", "C", "C", "H", "H", "H", "H", "H", "H", "H", "H", "O", "C", "O", "C", "C", "C", "H", "H", "H", "H", "H", "H", "H", "H", "O", "C", "O", "C", "C", "C", "H", "H", "H", "H", "H", "H", "H", "H"], "coordinates": [[3.599582, -5.114579, 1.337341], [2.007172, -5.358698, 1.681986], [1.158838, -3.917473, 1.666191], [0.563700, -3.763222, 0.150149], [-0.089014, -2.442067, -0.168501], [-0.105800, -1.478816, 0.994623], [-1.129481, -1.665991, 2.122960], [-2.566353, -0.635723, 1.899157], [-2.340690, 0.654838, 0.430259], [0.800561, -0.411002, 1.027377], [0.855598, 0.591466, 2.199741], [1.859079, 0.123718, 3.409727], [1.109770, -0.057008, 4.743306], [1.830615, -0.147001, -0.073890], [3.386739, -0.498525, 0.406382], [4.419693, -0.231368, -0.687922], [5.748923, 0.201118, -0.109691], [6.362129, -0.787913, 1.044858], [4.542035, -1.390795, -1.651390], [4.653808, -2.980427, -1.266207], [4.602553, -1.069646, -2.973069], [-1.670885, -2.608530, -0.969784], [-2.717589, -3.565248, 0.076345], [-1.379828, -3.580955, -2.384164], [4.253434, -5.438983, 2.273935], [3.776755, -3.955417, 1.198652], [3.952796, -5.693218, 0.380793], [1.934719, -5.916301, 2.714652], [1.606069, -6.110261, 0.851480], [0.261242, -4.073940, 2.403597], [1.930755, -3.101160, 1.991934], [1.412905, -3.988751, -0.656029], [-0.260371, -4.607143, -0.021663], [-0.687574, -1.564189, 3.062448], [-2.690169, 0.168625, 3.114042], [-3.817524, -1.388934, 1.800189], [-0.197728, 0.836169, 2.645324], [1.286458, 1.629482, 1.797591], [2.541773, -0.799432, 3.141505], [2.616951, 1.022491, 3.616786], [0.944546, -1.070540, 4.929811], [0.230983, 0.507039, 4.756991], [1.547786, -0.604238, -1.111974], [1.825925, 1.036655, -0.229074], [3.475664, -1.572882, 0.866601], [3.648458, 0.277548, 1.275338], [6.526640, 0.198440, -1.012684], [5.733787, 1.301363, 0.340637], [6.762531, -1.815738, 0.626020], [7.322745, -0.237292, 1.491309], [5.653221, -0.985123, 1.959167], [5.376535, -3.513549, -2.047773], [3.574034, -3.429800, -1.302529], [5.179187, -3.053509, -0.221913], [-3.452646, -3.863999, -0.535718], [-0.414386, -3.509577, -2.668574], [0.035155, 1.244823, -4.575353], [1.201953, 1.482594, -4.883065], [1.499123, 2.539964, -5.671375], [2.832277, 3.030134, -5.908456], [3.480299, 2.293325, -7.065171], [2.305753, 0.552558, -4.475018], [3.434667, 2.995210, -4.996722], [2.730299, 4.088334, -6.170635], [3.593333, 1.227992, -6.850120], [4.468016, 2.710130, -7.281595], [2.859996, 2.371268, -7.963622], [2.398360, -0.245003, -5.215772], [2.048729, 0.114279, -3.505494], [3.266709, 1.047392, -4.337933], [1.799183, 1.088681, -10.737214], [0.669023, 1.000812, -10.260081], [-0.184412, 2.047218, -10.326832], [-1.585293, 1.978013, -10.000464], [-1.805445, 2.204018, -8.516798], [0.248642, -0.227873, -9.509444], [-2.028253, 1.043108, -10.354146], [-2.073200, 2.782163, -10.561011], [-1.325633, 1.427238, -7.916506], [-2.873915, 2.212193, -8.283441], [-1.369388, 3.158886, -8.206724], [0.553059, -0.134505, -8.464452], [0.749952, -1.093604, -9.953659], [-0.819654, -0.433347, -9.569562], [-4.681792, 2.630547, 5.109970], [-4.797337, 3.366028, 4.131014], [-3.764869, 3.530364, 3.273823], [-3.863866, 4.185790, 1.995391], [-3.667063, 5.682852, 2.139899], [-6.045747, 4.170627, 3.921402], [-4.800123, 3.930988, 1.491554], [-3.058829, 3.777398, 1.375670], [-4.445558, 6.132324, 2.761091], [-3.681363, 6.168923, 1.160265], [-2.710224, 5.897454, 2.626181], [-5.964976, 5.112057, 4.469655], [-6.894964, 3.600049, 4.310502], [-6.268620, 4.367601, 2.873252], [-0.678257, -0.710188, 6.521061], [-1.808417, -0.798057, 6.998194], [-2.661852, 0.248350, 6.931442], [-4.062733, 0.179145, 7.257810], [-4.282885, 0.405150, 8.741476], [-2.228798, -2.026742, 7.748830], [-4.505693, -0.755760, 6.904128], [-4.550640, 0.983294, 6.697263], [-3.803073, -0.371631, 9.341768], [-5.351355, 0.413324, 8.974833], [-3.846828, 1.360018, 9.051550], [-1.924381, -1.933374, 8.793823], [-1.727488, -2.892472, 7.304615], [-3.297094, -2.232216, 7.688713], [-8.741192, 4.383883, 4.704765], [-9.704520, 3.791743, 4.221021], [-9.717185, 2.441162, 4.161509], [-10.872349, 1.651521, 3.821157], [-10.983513, 1.477892, 2.318391], [-10.837233, 4.553200, 3.598937], [-11.780752, 2.067433, 4.265197], [-10.723510, 0.670655, 4.284483], [-11.123794, 2.436198, 1.812497], [-11.825834, 0.826866, 2.067770], [-10.065749, 1.038097, 1.915458], [-10.597426, 4.768615, 2.555153], [-10.959939, 5.496028, 4.141289], [-11.796497, 4.040546, 3.662881], [7.300583, -4.629171, -2.771112], [8.010792, -3.630499, -2.875497], [9.231726, -3.596348, -2.295906], [10.219794, -2.576890, -2.537150], [10.012871, -1.394682, -1.609585], [7.501061, -2.397099, -3.560146], [10.239675, -2.286624, -3.591049], [11.192331, -3.032668, -2.324167], [9.046951, -0.913549, -1.781245], [10.801378, -0.650532, -1.753275], [10.022830, -1.721936, -0.565137], [6.952415, -1.785156, -2.840486], [6.822740, -2.702030, -4.363280], [8.283181, -1.804490, -4.033636]], "forces_ev_per_angstrom": [[0.0, 0.4, 0.8], [0.5, -0.4, -0.5], [0.1, -2.2, -0.4], [0.9, -1.9, 0.2], [-0.5, 0.6, 2.5], [1.1, 1.8, -0.1], [1.6, 1.0, -1.7], [-0.2, 1.7, -0.3], [-0.1, -0.8, 0.5], [-2.2, -2.7, 0.0], [0.7, 1.2, 0.5], [0.5, 0.9, 1.0], [0.7, -0.7, -2.5], [1.2, 1.4, -1.0], [0.0, 0.6, 1.1], [-0.8, -1.9, 0.6], [1.8, -0.2, 0.1], [1.2, 0.3, 0.4], [0.6, 1.3, -6.6], [0.6, 1.1, 0.0], [-0.4, -1.8, 8.2], [-1.8, 0.6, -1.3], [1.2, 0.0, -2.3], [1.9, 0.8, 2.3], [-1.3, 0.6, -2.2], [-0.2, -2.4, 0.1], [-0.7, 1.2, 1.9], [-0.1, 1.3, -2.0], [0.5, 1.7, 1.9], [1.8, 0.8, -1.3], [-1.8, -1.3, -0.6], [-1.7, 0.7, 1.8], [1.9, 1.7, 0.6], [-0.3, 0.1, -0.9], [0.2, -1.3, -0.5], [1.4, 0.1, 0.3], [1.9, -0.8, -1.2], [-1.1, -2.5, 0.4], [-1.7, 1.7, 0.5], [-1.6, -1.9, -0.8], [-0.2, 1.5, 0.0], [1.1, -1.0, 0.3], [0.3, 0.5, 2.3], [-0.2, -2.7, 0.3], [-0.3, 1.8, -0.9], [-0.6, -1.8, -1.8], [-1.8, 0.2, 1.9], [-0.4, -2.4, -1.2], [-1.0, 2.1, 0.8], [-2.1, -1.2, -1.0], [1.2, 0.4, -1.9], [-1.8, 1.2, 1.5], [2.2, 0.7, 0.2], [-1.4, -0.1, -1.9], [1.0, 0.3, 1.0], [-1.7, -0.2, 0.4], [1.9, 0.7, -0.7], [-1.5, -0.4, 0.1], [-0.6, 0.1, 0.4], [0.3, -0.1, -0.3], [-0.1, -0.2, -0.1], [0.3, 0.1, 0.6], [-0.1, -0.1, 0.0], [-0.3, -0.2, 0.1], [0.1, 0.1, 0.0], [-0.1, 0.0, 0.0], [0.1, 0.1, 0.1], [0.1, 0.1, 0.1], [-0.1, 0.0, -0.3], [0.0, -0.2, -0.2], [-2.2, 0.2, 0.8], [1.7, 0.2, -0.5], [0.3, 0.0, -0.5], [-0.1, 0.0, 0.3], [0.1, -0.1, 0.1], [-0.3, -0.7, -0.3], [0.1, 0.0, 0.1], [0.4, -0.1, -0.1], [-0.1, 0.0, 0.0], [0.1, 0.0, 0.0], [-0.1, -0.1, -0.1], [-0.1, 0.0, -0.1], [0.1, 0.3, 0.2], [0.0, 0.1, 0.2], [0.3, 1.0, -1.8], [-0.1, -0.4, 1.3], [0.3, -0.8, 0.2], [0.0, 0.3, 0.0], [-0.1, 0.1, 0.2], [-0.3, -0.6, -0.3], [0.0, 0.0, 0.2], [-0.1, -0.2, 0.3], [0.0, 0.0, -0.1], [0.0, -0.1, 0.1], [-0.1, -0.1, -0.1], [-0.1, -0.1, -0.1], [0.5, 0.3, 0.1], [0.2, 0.2, 0.0], [-2.0, 0.1, 0.5], [0.8, 0.5, -0.1], [0.9, -0.4, -0.6], [-0.5, 0.2, 0.3], [0.2, -0.1, 0.2], [-0.2, -0.6, -0.4], [0.2, -0.1, 0.1], [0.4, -0.1, 0.0], [-0.1, 0.0, 0.0], [0.1, 0.0, -0.1], [-0.1, -0.1, -0.1], [-0.1, 0.0, -0.1], [0.1, 0.2, 0.2], [0.0, 0.2, 0.2], [-2.0, -1.4, -0.7], [1.2, 0.9, 0.4], [0.4, 0.2, 0.5], [-0.1, -0.1, -0.3], [0.1, 0.1, -0.1], [-0.6, 0.3, 0.4], [0.1, 0.1, -0.1], [0.2, 0.3, 0.1], [-0.1, -0.1, 0.1], [0.1, 0.1, 0.0], [-0.1, 0.0, 0.1], [0.0, -0.1, 0.1], [0.2, -0.1, -0.2], [0.1, -0.1, -0.2], [1.4, 1.6, 0.1], [-0.8, -1.1, 0.2], [-0.2, -0.6, -0.2], [0.0, 0.2, 0.1], [-0.1, 0.1, 0.1], [0.1, 0.0, -0.7], [-0.1, 0.0, 0.1], [-0.3, -0.2, 0.0], [0.1, 0.0, -0.1], [-0.1, -0.1, 0.0], [0.1, 0.0, -0.2], [0.1, 0.0, -0.2], [-0.1, 0.0, 0.4], [0.0, 0.1, 0.2]], "homo_ev": -11.04, "lumo_ev": -4.114, "total_charge": 1, "total_energy_ha": -3940.596568}